A.
# C45H52Cl2Ge2N5O4ReSi3

A molecular structure, C45H52Cl2Ge2N5O4ReSi3 (ωB97M-V/def2-TZVPD, the OMol25 dataset).

Geometry as ORCA input:
```
! RIJCOSX wB97M-V def2-TZVPD def2/J DEFGRID3
* xyz 1 4
Re -0.091 -0.810 0.919
Cl 5.516 -0.416 4.914
C 3.921 -0.737 4.346
C 3.360 0.120 3.409
C 2.089 -0.118 2.907
N 1.482 0.771 1.975
C 2.098 0.910 0.806
O 2.001 1.885 0.033
C 2.775 -0.339 0.295
C 4.093 -0.448 -0.091
C 4.560 -1.688 -0.496
C 3.685 -2.763 -0.524
C 2.370 -2.575 -0.149
N 1.919 -1.381 0.265
C 1.377 -1.221 3.392
C 1.919 -2.070 4.338
C 3.201 -1.831 4.815
Cl 3.873 -2.910 5.977
N 0.092 -1.371 2.820
C -1.021 -1.389 3.633
O -1.088 -1.799 4.765
C -2.174 -0.684 2.969
C -3.365 -0.451 3.617
C -4.309 0.353 2.993
C -4.037 0.888 1.745
C -2.835 0.586 1.135
N -1.923 -0.176 1.745
H 3.918 0.987 3.080
H 4.732 0.424 -0.059
H 5.595 -1.817 -0.783
H 4.009 -3.745 -0.836
H 1.656 -3.384 -0.168
H 1.351 -2.909 4.711
H -3.517 -0.883 4.596
H -5.251 0.563 3.482
H -4.747 1.525 1.237
H -2.579 0.950 0.148
C -0.467 2.327 -4.597
Si -1.027 3.057 -2.957
C -1.570 4.839 -3.235
C -2.499 2.068 -2.316
Ge 0.791 3.246 -1.359
Si 2.840 3.972 -2.377
C 4.003 4.609 -1.049
C 3.638 2.530 -3.277
C 2.383 5.339 -3.582
Si 0.231 4.497 0.604
C 0.139 6.284 0.003
C -1.447 3.978 1.286
C 1.542 4.374 1.940
H -1.188 2.578 -5.378
H -0.382 1.240 -4.563
H 0.502 2.730 -4.900
H -2.279 4.860 -4.067
H -0.736 5.494 -3.495
H -2.070 5.262 -2.361
H -3.268 2.024 -3.092
H -2.947 2.533 -1.434
H -2.212 1.041 -2.082
H 4.198 3.842 -0.298
H 3.598 5.487 -0.541
H 4.956 4.899 -1.497
H 3.894 1.729 -2.582
H 4.557 2.864 -3.766
H 2.980 2.112 -4.040
H 1.897 6.180 -3.083
H 1.712 4.977 -4.364
H 3.284 5.720 -4.069
H -0.597 6.447 -0.787
H 1.113 6.605 -0.376
H -0.119 6.944 0.834
H -2.211 3.984 0.503
H -1.774 4.658 2.076
H -1.387 2.978 1.718
H 2.539 4.368 1.497
H 1.433 3.465 2.530
H 1.472 5.236 2.608
O 1.151 0.849 -2.346
N 0.613 -0.072 -1.820
O -0.147 0.298 -0.795
C 1.381 -6.700 1.131
C 1.194 -5.706 2.083
C 0.397 -4.609 1.792
C -0.227 -4.483 0.550
C -0.040 -5.496 -0.393
C 0.759 -6.596 -0.105
Ge -1.336 -2.927 0.089
C -3.025 -3.097 1.071
C -4.155 -2.347 0.745
C -5.334 -2.482 1.467
C -5.393 -3.356 2.543
C -4.274 -4.099 2.888
C -3.102 -3.974 2.154
C -1.615 -2.914 -1.848
C -2.879 -3.042 -2.422
C -3.035 -3.044 -3.803
C -1.928 -2.926 -4.629
C -0.660 -2.818 -4.071
C -0.509 -2.811 -2.693
H 2.004 -7.556 1.355
H 1.671 -5.786 3.052
H 0.269 -3.839 2.545
H -0.515 -5.426 -1.365
H 0.892 -7.372 -0.848
H -4.128 -1.649 -0.085
H -6.207 -1.905 1.186
H -6.312 -3.465 3.105
H -4.313 -4.787 3.724
H -2.245 -4.580 2.426
H -3.754 -3.170 -1.798
H -4.024 -3.148 -4.231
H -2.049 -2.931 -5.704
H 0.210 -2.739 -4.711
H 0.488 -2.718 -2.279
*
```

Its expectation value of S² is 3.781. The calculation puts the HOMO-LUMO gap (alpha / beta) at 7.405 / 6.482 eV. The HOMO energy (alpha / beta) comes out at -10.432 / -10.596 eV.


B.
# C45H52Cl2Ge2N5O4ReSi3

A molecular structure, C45H52Cl2Ge2N5O4ReSi3 (ωB97M-V/def2-TZVPD, the OMol25 dataset).

Geometry as ORCA input:
```
! RIJCOSX wB97M-V def2-TZVPD def2/J DEFGRID3
* xyz 1 4
Re 0.478 -0.048 -0.080
Cl -1.446 -1.292 6.467
C -1.651 -1.082 4.775
C -0.653 -0.462 4.039
C -0.808 -0.264 2.674
N 0.129 0.412 1.868
C 0.473 1.688 2.262
O 0.603 2.102 3.392
C 0.464 2.584 1.056
C 0.430 4.017 1.212
C 0.088 4.797 0.180
C -0.418 4.203 -1.083
C -0.264 2.665 -1.204
N 0.304 1.964 -0.076
C -2.009 -0.654 2.048
C -2.990 -1.288 2.789
C -2.810 -1.524 4.142
Cl -4.044 -2.346 5.018
N -2.263 -0.297 0.691
C -1.931 -1.064 -0.355
O -2.159 -0.683 -1.501
C -1.178 -2.344 -0.112
C -1.746 -3.597 -0.157
C -0.917 -4.697 0.015
C 0.441 -4.489 0.218
C 0.936 -3.202 0.212
N 0.140 -2.138 0.060
H 0.240 -0.111 4.532
H 0.724 4.397 2.180
H 0.106 5.876 0.261
H -0.028 4.736 -1.950
H 0.254 2.338 -2.107
H -3.918 -1.585 2.320
H -2.807 -3.699 -0.337
H -1.327 -5.696 -0.032
H 1.111 -5.324 0.358
H 1.991 -2.990 0.311
C 3.341 3.208 -1.259
Si 4.096 2.185 0.155
C 5.933 1.870 -0.177
C 3.840 3.059 1.821
Ge 2.939 -0.071 0.118
Si 3.705 -0.976 2.330
C 3.441 0.222 3.769
C 5.562 -1.261 2.059
C 2.887 -2.627 2.794
Si 3.749 -0.869 -2.150
C 5.640 -1.056 -2.171
C 3.266 0.354 -3.512
C 3.058 -2.614 -2.444
H 3.228 4.253 -0.965
H 2.356 2.828 -1.526
H 3.964 3.177 -2.151
H 6.509 2.780 -0.003
H 6.102 1.565 -1.208
H 6.340 1.093 0.469
H 3.802 4.140 1.674
H 4.665 2.850 2.501
H 2.917 2.755 2.313
H 4.213 0.989 3.800
H 3.484 -0.326 4.711
H 2.476 0.724 3.726
H 6.119 -0.328 2.137
H 5.773 -1.695 1.082
H 5.961 -1.938 2.816
H 1.799 -2.563 2.750
H 3.156 -2.885 3.820
H 3.217 -3.450 2.159
H 6.132 -0.155 -2.535
H 5.913 -1.864 -2.850
H 6.054 -1.292 -1.192
H 3.976 1.178 -3.574
H 2.272 0.770 -3.367
H 3.264 -0.156 -4.477
H 3.557 -3.337 -1.797
H 3.238 -2.917 -3.478
H 1.985 -2.678 -2.272
O 0.039 -0.926 -4.006
N 0.120 -1.222 -2.862
O 0.505 -0.264 -2.050
C -7.080 -0.159 -2.077
C -6.517 -0.833 -1.004
C -5.339 -0.373 -0.439
C -4.710 0.766 -0.933
C -5.288 1.444 -2.000
C -6.463 0.978 -2.574
Ge -3.046 1.402 -0.090
C -3.423 2.121 1.719
C -2.540 2.917 2.434
C -2.731 3.161 3.787
C -3.828 2.620 4.436
C -4.743 1.858 3.723
C -4.541 1.607 2.375
C -1.816 2.520 -1.384
C -1.977 4.052 -1.144
C -2.647 4.833 -2.228
C -2.903 4.295 -3.419
C -2.606 2.894 -3.707
C -2.126 2.069 -2.775
H -7.998 -0.520 -2.521
H -6.993 -1.720 -0.609
H -4.905 -0.915 0.393
H -4.823 2.338 -2.393
H -6.896 1.507 -3.412
H -1.692 3.361 1.938
H -2.012 3.761 4.329
H -3.973 2.802 5.492
H -5.617 1.455 4.218
H -5.267 1.023 1.821
H -2.438 4.288 -0.181
H -2.885 5.866 -2.004
H -3.354 4.884 -4.206
H -2.807 2.524 -4.703
H -1.936 1.029 -3.001
*
```

Its expectation value of S² is 3.800. The calculation puts the HOMO-LUMO gap (alpha / beta) at 6.374 / 6.029 eV. The HOMO energy (alpha / beta) comes out at -10.346 / -10.603 eV.


Relative energies, in hartree, with the most stable structure set to zero: A 0.0000; B 0.0852.


A.
# C8H8BrNO2

2 unconnected molecules or ions with the total composition C8H8BrNO2 (ωB97M-V/def2-TZVPD, the OMol25 dataset).

Geometry as ORCA input:
```
! RIJCOSX wB97M-V def2-TZVPD def2/J DEFGRID3
* xyz 0 1
C -0.751 -2.331 0.684
C -1.857 -1.469 0.833
C 0.514 -1.827 0.357
C -1.681 -0.102 0.514
C 0.669 -0.456 0.104
C -0.447 0.360 0.169
C -3.254 2.590 -2.007
C 0.389 2.217 -1.296
N -0.124 1.730 -0.040
O -3.611 1.496 -1.857
O -2.886 3.660 -2.254
Br -1.422 2.980 0.658
H -1.016 -3.428 0.878
H -2.712 -1.889 1.148
H 1.410 -2.489 0.333
H -2.422 0.612 0.829
H 1.571 -0.043 -0.203
H 1.213 1.516 -1.624
H 0.862 3.234 -1.190
H -0.415 2.187 -2.069
*
```

The calculation puts the HOMO-LUMO gap at 8.574 eV. The HOMO energy comes out at -8.382 eV. The SMILES is CN(Br)c1ccccc1.O=C=O.


B.
# C8H8BrNO2

A single C8H8BrNO2 molecule (ωB97M-V/def2-TZVPD, the OMol25 dataset).

Geometry as ORCA input:
```
! RIJCOSX wB97M-V def2-TZVPD def2/J DEFGRID3
* xyz 0 1
C -2.834 0.466 0.011
C -2.272 -0.785 0.192
C -2.022 1.561 -0.235
C -0.900 -0.935 0.128
C -0.645 1.420 -0.323
C -0.102 0.167 -0.134
C 2.003 -1.541 -0.064
C 1.524 -0.136 -0.291
N 2.063 0.791 0.735
O 2.103 0.357 1.862
O 2.340 1.915 0.401
Br 2.076 0.532 -2.037
H -3.906 0.581 0.058
H -2.894 -1.648 0.375
H -2.463 2.534 -0.376
H -0.465 -1.910 0.269
H -0.021 2.273 -0.538
H 3.088 -1.563 -0.170
H 1.752 -1.871 0.941
H 1.575 -2.208 -0.806
*
```

The calculation puts the HOMO-LUMO gap at 9.903 eV. The HOMO energy comes out at -9.785 eV. The SMILES is C[C@@](Br)(c1ccccc1)[N+](=O)[O-].


Relative energies, in hartree, with the most stable structure set to zero: A 0.0000; B 0.0728.


A.
# CH9NO2

3 unconnected molecules or ions with the total composition CH9NO2 (ωB97M-V/def2-TZVPD, the OMol25 dataset).

Geometry as ORCA input:
```
! RIJCOSX wB97M-V def2-TZVPD def2/J DEFGRID3
* xyz 0 1
C -0.743 -1.799 -0.797
N -0.407 -1.404 0.546
H -0.537 -0.971 -1.475
H -1.831 -1.894 -0.863
H -0.330 -2.729 -1.187
H -0.994 -1.717 1.296
H 0.558 -1.301 0.747
H -0.734 3.324 -0.285
H -0.470 1.948 -0.887
O -1.159 2.583 -0.734
H 2.745 0.917 1.640
H 2.008 1.943 0.781
O 1.895 1.102 1.218
*
```

The calculation puts the HOMO-LUMO gap at 9.040 eV. The HOMO energy comes out at -8.537 eV. The SMILES is CN.O.O.


B.
# CH9NO2

A molecular structure, CH9NO2 (ωB97M-V/def2-TZVPD, the OMol25 dataset).

Geometry as ORCA input:
```
! RIJCOSX wB97M-V def2-TZVPD def2/J DEFGRID3
* xyz 0 1
H 0.556 -0.726 1.427
O 1.136 -1.435 2.079
N -0.062 -0.090 0.397
H 0.655 -1.722 2.867
H -0.942 -0.580 0.541
H 0.243 -0.300 -0.546
C -0.343 1.369 0.481
H 0.571 1.932 0.262
H -1.220 1.633 -0.093
H -0.577 1.486 1.553
O -0.580 0.167 -2.745
H -1.215 0.109 -3.468
H 0.168 0.751 -2.854
*
```

The calculation puts the HOMO-LUMO gap at 9.590 eV. The HOMO energy comes out at -9.149 eV.


Relative energies, in hartree, with the most stable structure set to zero: A 0.0000; B 0.0089.


A.
# C2H3ClO2S

A single C2H3ClO2S molecule (ωB97M-V/def2-TZVPD, the OMol25 dataset).

Geometry as ORCA input:
```
! RIJCOSX wB97M-V def2-TZVPD def2/J DEFGRID3
* xyz 0 3
C -1.374 0.122 -0.448
C -0.739 -0.682 0.375
O 1.056 1.318 -0.462
O 2.760 0.380 1.046
S 2.190 0.439 -0.257
Cl 0.605 -1.599 -0.246
H -2.275 0.724 -0.029
H -1.241 0.180 -1.444
H -0.982 -0.883 1.466
*
```

Its expectation value of S² is 2.011. The calculation puts the HOMO-LUMO gap (alpha / beta) at 7.909 / 6.392 eV. The HOMO energy (alpha / beta) comes out at -7.096 / -10.184 eV.


B.
# C2H3ClO2S

A single C2H3ClO2S molecule (ωB97M-V/def2-TZVPD, the OMol25 dataset).

Geometry as ORCA input:
```
! RIJCOSX wB97M-V def2-TZVPD def2/J DEFGRID3
* xyz 0 3
C 0.050 0.359 -0.299
C 0.218 -1.127 0.069
O -1.645 -0.527 -2.483
O 1.044 -0.877 -2.539
S -0.037 -0.701 -1.653
Cl 1.821 -1.748 0.217
H -0.957 0.652 -0.011
H 0.737 0.966 0.270
H -0.642 -1.455 0.681
*
```

Its expectation value of S² is 2.013. The calculation puts the HOMO-LUMO gap (alpha / beta) at 7.937 / 8.269 eV. The HOMO energy (alpha / beta) comes out at -7.322 / -10.579 eV.


Relative energies, in hartree, with the most stable structure set to zero: A 0.0000; B 0.0790.